Entry 1:
C12H24N3O4 | ωB97M-V/def2-TZVPD

Each line ends with the natural charge from an NBO analysis.
Atoms and positions in Å:
C (1.903206, -2.971049, -1.763471)  -0.388
H (-0.175418, 5.298160, -0.173540)  0.190
H (-1.189933, 1.618929, 0.796672)  0.531
H (3.062291, -4.349009, -2.986036)  0.229
O (-1.413570, 0.999498, 0.078774)  -0.641
H (2.479774, -2.179174, -2.246070)  0.212
N (0.390240, -0.545206, -0.230619)  -0.060
N (-1.328827, -1.289519, 0.742104)  0.121
O (1.263997, 0.258288, -0.884923)  -0.305
O (0.634229, 3.492077, 0.424428)  -0.552
H (2.716268, 1.430335, -0.019799)  0.222
H (-1.142395, 3.870948, -0.566545)  0.165
H (3.406884, -1.176994, -0.374119)  0.214
H (-4.227462, 0.992283, 0.369230)  0.224
O (-2.499277, -1.452247, 1.379690)  -0.297
H (1.854418, -5.135657, -1.975694)  0.219
C (3.086046, -1.987216, 0.279947)  -0.607
H (1.665478, -3.596271, 0.286961)  0.252
C (0.591508, -1.868376, 0.067890)  0.403
H (0.900521, -2.974728, -2.196903)  0.210
C (1.034846, 2.691863, -0.661028)  -0.097
H (-5.404438, 0.009828, 1.253846)  0.241
H (1.249381, 1.274827, 0.936852)  0.192
H (0.177987, 2.435207, -1.293642)  0.188
H (-4.328979, -1.974450, 0.696933)  0.220
C (-0.505287, 4.325364, 0.202039)  -0.067
N (-0.481943, -2.328780, 0.665417)  -0.214
C (2.578448, -4.321547, -2.011338)  -0.609
H (-0.544187, 4.728948, 2.307244)  0.233
H (-1.763388, 3.564250, 1.795363)  0.177
C (-0.832923, -0.180451, 0.212969)  0.609
H (-1.991427, 5.275908, 1.435324)  0.235
H (3.337497, -4.528409, -1.254577)  0.208
C (1.812831, -2.657142, -0.253038)  -0.276
C (1.629069, 1.415641, -0.075898)  -0.099
H (3.890518, -2.720694, 0.316519)  0.240
C (-3.684195, -1.107237, 0.578358)  -0.082
H (1.770660, 3.202753, -1.290019)  0.195
C (-1.245230, 4.485641, 1.509277)  -0.622
H (-3.899832, 0.463839, 2.024777)  0.232
C (-4.343629, 0.170418, 1.072448)  -0.655
H (-3.382894, -1.058155, -0.468464)  0.192
H (2.949137, -1.602695, 1.292657)  0.217

Forces on atoms 1 to 3 (eV/Å):
C 0.1 -0.1 0.1
H 0.0 0.0 0.0
H 0.1 0.0 0.0

E_HOMO: -0.4896 Ha
Electronic energy: -25482.721 eV
SMILES: CCOCCOn1c([C@H](C)CC)n[n+](OCC)c1O
Gap between HOMO and LUMO: 10.696 eV
Total charge: +1

---

Entry 2:
C42H51N5NiPSe | ωB97M-V/def2-TZVPD

Each line ends with the Löwdin spin population.
Atoms and positions in Å:
C (-3.767834, 2.362877, 2.200937)  0.000
H (3.682878, 3.084961, 3.915726)  0.000
C (-6.124671, 2.716048, 1.778329)  0.000
C (3.449496, -3.464440, 1.345686)  0.002
C (-0.672587, 1.650718, -2.397568)  0.001
C (-0.556130, 2.628282, -0.200546)  0.000
H (-3.210267, -5.983614, -2.814455)  0.000
Se (-0.161776, -3.787942, -0.046685)  0.206
H (-0.290355, 1.323390, -3.353565)  0.000
H (2.724387, 1.341478, 2.145020)  0.000
H (-2.601675, -1.843274, -3.357792)  0.001
H (-3.559205, -0.532383, -0.989354)  0.006
C (-2.065654, -3.893532, -3.939306)  0.000
H (-4.563185, 3.439128, -0.700799)  0.000
H (3.752023, -1.291639, 0.787466)  0.000
C (-1.099200, -0.079197, 2.679446)  0.002
N (1.018027, -1.307081, -1.320200)  0.053
H (2.036396, 3.774498, 2.166158)  0.000
H (-2.416894, -3.049899, -2.015843)  0.001
N (6.166703, 0.169545, 0.805895)  0.000
C (0.329637, -1.538207, -4.878966)  0.020
C (5.168890, 0.896285, 0.864166)  0.000
H (-4.991791, 4.732244, 0.223036)  0.000
N (7.545776, -0.248355, 2.875887)  0.000
C (3.318618, -3.108541, -0.088434)  0.004
C (-1.207397, -5.031896, -3.581995)  0.003
H (4.958963, 3.320214, 2.833116)  0.000
C (2.973987, 2.069495, 1.296293)  0.000
H (0.118003, 3.189308, 0.412119)  0.000
H (2.323083, -3.350737, -0.523710)  0.005
P (-1.991854, 2.685344, 1.922221)  0.000
C (-4.402285, 3.822091, 0.254269)  0.000
H (1.308798, -1.000857, -6.619645)  0.000
H (1.695549, -0.967661, 4.350072)  0.000
H (-0.073067, -1.899253, 3.259013)  -0.001
H (2.032098, 0.154854, -0.114660)  0.000
H (3.338717, -4.525933, 1.491661)  0.001
C (-0.074732, -0.803490, 3.282436)  -0.002
C (2.481323, -0.436418, -4.820576)  0.018
H (-3.353838, 4.183867, 0.421675)  0.000
C (0.366566, -1.723327, -3.468018)  -0.005
C (-2.129749, -6.113991, -2.809693)  0.001
Ni (-1.390834, -1.741014, 0.260396)  1.320
C (3.971215, 3.663960, 3.053930)  0.000
H (-0.540817, -1.788210, -5.342070)  0.002
C (2.454757, -0.486989, -3.361354)  0.027
H (-2.485412, -1.627206, 2.571709)  0.004
C (-4.780798, 2.919128, 1.419814)  0.000
C (-1.786232, 2.078358, 0.160894)  0.003
H (0.979568, 2.764085, -1.728316)  0.000
C (-2.482030, 1.277721, -0.737196)  0.010
H (-0.266732, -4.745434, -3.060037)  0.003
C (-1.966220, -2.679742, -2.955190)  0.005
H (-3.355786, 1.263902, 3.916109)  0.000
C (3.048923, 3.524355, 1.843450)  0.000
C (3.471784, 4.454377, 0.732398)  0.000
C (3.211568, -1.559261, -0.139110)  0.000
H (0.190947, 2.990647, 3.542789)  0.000
H (-5.714717, 0.700190, 4.447846)  0.000
N (-0.591746, -2.272542, -2.566719)  0.057
H (3.343889, -0.065915, -5.323144)  0.001
N (4.242365, 1.625774, 0.762504)  0.000
H (-4.635111, 0.966579, -0.761467)  0.001
C (-4.141120, 1.733461, 3.374058)  0.000
H (-1.779657, -3.458976, -4.882435)  0.000
H (3.668348, -1.052778, -0.987166)  0.000
H (-0.929073, -5.613569, -4.506308)  0.000
H (1.198291, -1.240288, 0.729872)  0.000
C (0.052966, 1.928880, 3.491355)  0.000
H (-3.905321, 0.061167, 0.579374)  0.001
C (-5.514302, 1.439147, 3.697231)  0.000
H (4.077954, 4.702935, 3.333124)  0.000
H (-2.926715, -0.103947, 1.750527)  0.002
C (-1.873594, 1.086280, -2.001556)  0.006
H (2.233540, 2.075710, 0.566912)  0.000
H (-1.832369, -7.125238, -2.885351)  0.000
C (-1.023715, 1.375266, 2.787301)  -0.002
C (-6.467486, 2.025290, 2.925435)  0.000
H (2.861459, 4.265208, -0.175011)  0.000
H (-6.852756, 3.201363, 1.165578)  0.000
C (-0.200703, -2.074593, -1.217129)  0.195
C (-2.142158, -0.800265, 1.980192)  0.020
H (3.332883, 5.480543, 1.071001)  0.000
C (1.857183, -0.923045, -0.093509)  0.001
H (-3.130763, -4.168186, -3.928873)  0.000
H (4.117117, -3.369081, -0.758474)  0.000
C (-3.705385, 0.419588, -0.491480)  0.012
H (4.320517, -3.087757, 1.929220)  0.000
H (3.138766, 0.126893, -2.809960)  0.002
H (2.547864, -3.070381, 1.817785)  0.001
C (1.058872, 1.110829, 3.971438)  -0.002
H (-2.295815, 0.237988, -2.600921)  0.001
C (6.907283, -0.059993, 1.908936)  0.000
H (-7.540145, 1.899961, 2.963850)  0.000
H (4.534324, 4.346369, 0.501391)  0.000
H (1.958248, 1.572874, 4.336822)  0.000
C (1.380679, -0.962768, -5.534098)  0.014
C (1.412871, -1.230005, -2.669341)  -0.003
C (0.022044, 2.432527, -1.476636)  0.000
C (0.999856, -0.267529, 3.953798)  0.000
H (-1.814373, -5.739555, -1.823023)  0.002

Forces on atoms 1 to 3 (eV/Å):
C -0.3 0.3 1.0
H -0.5 -0.1 0.3
C 2.1 0.8 -0.2

E_HOMO (alpha / beta): -0.1067 / -0.1388 Ha
Electronic energy: -167506.531 eV
Gap between HOMO and LUMO (alpha / beta): 5.267 / 6.138 eV
Total charge: -1
2S+1: 3

---

Entry 3:
C9H10N2O2 | ωB97M-V/def2-TZVPD

Each line ends with the natural charge from an NBO analysis.
Atoms and positions in Å:
C (-0.120805, -0.636039, -2.379098)  -0.312
O (-0.209944, 3.941890, -0.957013)  -0.433
C (-0.863272, -0.304468, 1.793244)  0.126
N (0.538466, 3.116884, -0.563984)  0.418
H (2.458767, 1.859747, 0.192076)  0.456
C (0.250151, 1.750204, -0.949118)  0.086
C (1.215849, 0.725253, -0.932785)  0.161
C (-0.897408, 1.483324, -1.637553)  -0.294
H (3.257457, 0.294819, -0.243966)  0.409
C (1.105975, -0.430576, -1.743747)  -0.152
H (1.859791, -1.165625, -1.848036)  0.223
H (0.432901, -1.675467, 2.209650)  0.235
H (1.198287, 0.032957, 1.671238)  0.235
C (0.389572, -0.625885, 1.844769)  -0.518
H (-2.174902, 0.145448, -2.666410)  0.226
H (-3.039450, 0.193396, 1.830731)  0.232
C (-2.106146, -0.081615, 1.435208)  -0.518
H (-1.607813, 2.324684, -1.556130)  0.266
C (-1.121240, 0.280870, -2.203546)  -0.063
O (1.660355, 3.331092, 0.001286)  -0.589
N (2.364244, 0.851073, -0.123402)  -0.632
H (-2.310170, -0.131681, 0.384922)  0.213
H (-0.405019, -1.460753, -2.981796)  0.225

Forces on atoms 1 to 3 (eV/Å):
C 1.1 -0.8 0.3
O -2.9 3.7 -0.9
C -1.7 1.1 -0.7

E_HOMO (alpha / beta): -0.2064 / -0.3545 Ha
Electronic energy: -16561.593 eV
Gap between HOMO and LUMO (alpha / beta): 6.091 / 6.332 eV
2S+1: 3

---

Across the entries above, energy relative to the best compared isomer or geometry (same formula, charge and spin) takes the values 0.000 1.569 4.134 eV, respectively.